(1)
{
  "formula": "C10H21N8O2PtSe",
  "method": "the ωB97M-V functional and the def2-TZVPD basis",
  "homo_ev": -10.6304,
  "homo_lumo_gap_ev": 7.39,
  "total_charge": 1,
  "e_lumo_ev": -3.24,
  "elements": ["Pt", "Se", "O", "O", "N", "N", "N", "N", "N", "N", "N", "N", "C", "C", "C", "C", "C", "C", "C", "C", "C", "C", "H", "H", "H", "H", "H", "H", "H", "H", "H", "H", "H", "H", "H", "H", "H", "H", "H", "H", "H", "H", "H"],
  "xyz": [[-0.188, 0.525, -1.314], [-4.600, 0.863, 0.364], [-0.213, 2.605, -1.446], [0.998, 3.637, 0.120], [2.526, -4.618, -1.643], [-2.670, 1.071, 3.022], [-2.322, 0.286, -1.369], [0.302, -3.908, -1.451], [0.784, -6.113, -1.415], [2.066, 0.806, -2.279], [0.318, -1.487, -1.345], [-0.342, 0.759, 1.380], [2.010, 3.252, -2.011], [-1.129, -0.384, 1.809], [-3.254, 0.535, -0.707], [2.845, 1.980, -1.879], [-1.851, -0.154, 3.147], [1.206, -4.848, -1.506], [0.839, 3.168, -0.998], [0.378, -2.646, -1.440], [-1.787, 2.236, 2.782], [-1.076, 2.018, 1.448], [-1.137, -0.010, 3.963], [-1.084, 2.315, 3.614], [-0.476, -1.255, 1.879], [2.627, 4.119, -1.775], [-2.498, -1.000, 3.384], [3.752, 2.076, -2.492], [-1.880, -0.591, 1.039], [-3.249, 1.208, 3.854], [-1.818, 2.026, 0.645], [2.872, -3.682, -1.761], [2.588, -0.047, -2.104], [0.521, 0.826, 1.910], [-0.372, 2.833, 1.242], [-0.202, -6.291, -1.335], [-3.317, 0.970, 2.170], [3.152, 1.852, -0.836], [1.425, -6.888, -1.380], [1.605, 3.346, -3.019], [3.173, -5.383, -1.728], [-2.389, 3.143, 2.736], [1.867, 0.855, -3.277]],
  "nbo_charge": [1.07, -0.17, -0.77, -0.64, -0.78, -0.58, -0.60, -0.63, -0.76, -0.80, -0.56, -0.64, -0.52, -0.25, 0.14, -0.22, -0.24, 0.67, 0.80, 0.59, -0.24, -0.30, 0.21, 0.21, 0.22, 0.24, 0.23, 0.19, 0.23, 0.43, 0.23, 0.42, 0.39, 0.37, 0.30, 0.43, 0.44, 0.21, 0.41, 0.22, 0.41, 0.24, 0.40]
}



(2)
{
  "formula": "C4H33N2O14",
  "method": "the ωB97M-V functional and the def2-TZVPD basis",
  "homo_ev": -7.0579,
  "homo_lumo_gap_ev": 9.76,
  "total_charge": -1,
  "e_lumo_ev": 2.71,
  "elements": ["O", "O", "O", "O", "O", "O", "O", "O", "O", "O", "O", "O", "O", "O", "N", "N", "C", "C", "C", "C", "H", "H", "H", "H", "H", "H", "H", "H", "H", "H", "H", "H", "H", "H", "H", "H", "H", "H", "H", "H", "H", "H", "H", "H", "H", "H", "H", "H", "H", "H", "H", "H", "H"],
  "xyz": [[3.275, 3.030, 0.406], [1.867, -1.824, -1.346], [1.243, 2.406, -2.338], [3.242, 0.236, -2.031], [-3.642, -2.093, 0.723], [-0.498, -1.337, -2.359], [-0.950, -2.042, 1.322], [1.591, -1.962, 1.003], [-0.759, 1.308, -3.438], [-1.900, -3.931, -0.469], [-1.012, 3.509, -1.236], [3.607, -0.851, 1.927], [-3.757, -0.543, 2.546], [1.899, 1.274, 2.677], [-2.337, -0.096, -1.777], [-0.447, -0.181, -0.408], [-0.021, 1.596, 1.217], [-1.013, -0.543, -1.588], [0.459, 1.254, 2.704], [-1.095, 0.599, 0.701], [1.316, 2.803, -1.550], [3.025, 2.860, 1.415], [-1.537, -0.113, 1.274], [-1.964, 1.172, 0.237], [1.997, -2.865, 0.998], [2.765, -1.353, 1.652], [-1.559, -3.579, -1.369], [2.897, 2.337, -0.103], [0.418, -0.718, -0.087], [3.426, 0.311, -1.053], [-0.293, 2.574, 1.199], [-0.812, 3.107, -2.102], [-2.553, 0.794, -1.668], [-1.327, 2.680, -0.804], [-0.081, -2.187, 1.093], [-3.125, -1.609, 0.031], [2.272, 0.307, 2.761], [0.792, 1.642, 0.537], [-3.504, -3.007, 0.621], [0.011, 1.906, -3.176], [1.832, 1.625, -2.350], [1.776, -1.760, -0.388], [-3.777, 0.265, 2.041], [0.992, -1.941, -1.525], [0.102, 0.381, 3.195], [0.141, 2.115, 3.245], [-1.337, -3.475, 0.095], [-3.722, -1.420, 2.000], [-0.334, 0.495, -3.188], [2.579, -0.539, -2.180], [-1.019, -1.835, 2.173], [3.778, -0.210, 1.196], [-2.929, -0.572, -2.453]],
  "nbo_charge": [-0.97, -1.00, -0.96, -1.02, -0.94, -0.72, -0.98, -1.20, -1.00, -0.97, -0.94, -1.02, -1.04, -0.79, -0.87, -0.66, -0.43, 0.79, -0.06, -0.22, 0.48, 0.51, 0.24, 0.16, 0.46, 0.50, 0.48, 0.46, 0.45, 0.46, 0.21, 0.48, 0.38, 0.46, 0.50, 0.51, 0.52, 0.21, 0.50, 0.48, 0.52, 0.47, 0.46, 0.47, 0.17, 0.16, 0.49, 0.50, 0.47, 0.53, 0.47, 0.45, 0.40]
}



(3)
{
  "formula": "C34H57N4OOsP2",
  "method": "the ωB97M-V functional and the def2-TZVPD basis",
  "homo_ev": [-14.7082, -16.9121],
  "homo_lumo_gap_ev": [6.14, 4.78],
  "s_squared": 6.027,
  "spin_multiplicity": 5,
  "total_charge": 3,
  "e_lumo_ev": [-8.57, -12.14],
  "elements": ["Os", "P", "P", "O", "N", "N", "N", "N", "C", "C", "C", "C", "C", "C", "C", "C", "C", "C", "C", "C", "C", "C", "C", "C", "C", "C", "C", "C", "C", "C", "C", "C", "C", "C", "C", "C", "C", "C", "C", "C", "C", "C", "H", "H", "H", "H", "H", "H", "H", "H", "H", "H", "H", "H", "H", "H", "H", "H", "H", "H", "H", "H", "H", "H", "H", "H", "H", "H", "H", "H", "H", "H", "H", "H", "H", "H", "H", "H", "H", "H", "H", "H", "H", "H", "H", "H", "H", "H", "H", "H", "H", "H", "H", "H", "H", "H", "H", "H", "H"],
  "xyz": [[-0.501, 0.608, -0.030], [-0.642, -0.665, 2.028], [-0.577, 1.079, -2.397], [-3.272, 1.909, 0.466], [0.319, 2.417, 0.832], [1.301, -0.630, -0.078], [2.669, 2.207, 0.071], [-1.289, -1.278, -0.819], [0.857, 0.425, -3.484], [-2.244, 1.390, 0.198], [3.701, -2.165, 0.880], [-0.169, 4.340, 2.257], [-2.397, -2.556, -2.521], [2.418, -2.822, 0.324], [-2.341, -1.083, 2.813], [1.990, 4.135, 1.294], [-1.019, -2.420, -0.116], [-2.162, -3.735, -1.792], [0.020, 3.799, -2.783], [0.003, 0.031, 4.736], [-0.529, 3.140, 1.652], [-2.049, -0.040, -2.791], [-1.932, -1.334, -2.022], [1.092, 4.852, 2.059], [-2.353, 3.267, -2.255], [2.168, 0.877, -2.801], [-0.132, -2.242, 1.079], [-2.289, -2.335, 3.711], [2.644, -3.133, -1.173], [1.621, 2.908, 0.705], [2.150, -4.151, 1.057], [1.432, -1.761, 3.687], [-2.864, 0.138, 3.605], [-1.451, -3.671, -0.593], [1.248, -1.796, 0.428], [-1.507, 2.773, -4.545], [0.667, -0.449, 3.429], [1.658, 0.661, 3.014], [-1.121, 2.795, -3.051], [-3.356, -1.354, 1.679], [0.837, 0.835, -4.967], [0.784, -1.113, -3.418], [-3.154, 2.511, -2.226], [1.384, 5.784, 2.526], [4.216, -2.856, 1.572], [-2.477, -2.033, 4.758], [-2.201, -0.239, -3.865], [-3.314, -2.395, 1.323], [-2.360, 1.063, 3.286], [1.076, 1.898, -5.123], [1.842, -1.744, 4.714], [1.921, 0.626, 1.949], [-2.749, 0.028, 4.691], [3.478, -1.235, 1.429], [2.997, 4.520, 1.187], [0.800, 0.167, 5.490], [-0.495, 1.006, 4.602], [3.603, 2.632, -0.021], [-2.759, 4.169, -2.751], [2.604, 1.220, -0.147], [-3.208, -0.680, 0.822], [-0.134, 0.616, -5.444], [-2.921, -2.582, -3.480], [-1.310, -2.839, 3.684], [0.187, 3.928, -1.700], [-2.088, 3.528, -1.219], [-0.877, 4.867, 2.885], [-4.371, -1.177, 2.080], [-3.943, 0.253, 3.392], [0.970, 3.501, -3.254], [-1.230, -4.573, -0.015], [-0.047, -1.516, -4.021], [-0.093, -3.159, 1.683], [1.972, -4.009, 2.137], [2.933, -2.215, -1.706], [1.725, -1.530, -3.824], [2.655, 0.013, -2.314], [0.683, -1.459, -2.380], [4.379, -1.919, 0.046], [-1.972, 1.812, -4.826], [3.026, -4.815, 0.952], [1.281, -4.682, 0.630], [-0.721, -0.689, 5.147], [-2.920, 0.535, -2.423], [1.727, -3.533, -1.639], [1.238, 1.657, 3.222], [-1.519, 2.822, 1.892], [1.606, 0.244, -5.500], [2.851, 1.282, -3.572], [-0.659, 2.958, -5.217], [-2.259, 3.563, -4.728], [-3.067, -3.069, 3.433], [0.793, -2.653, 3.594], [-2.520, -4.697, -2.172], [2.000, 1.668, -2.052], [3.448, -3.883, -1.290], [2.280, -1.868, 2.995], [2.578, 0.543, 3.617], [-0.267, 4.782, -3.201]],
  "lowdin_spin": [2.21, 0.03, 0.05, 0.09, 0.15, 0.65, 0.03, 0.15, 0.01, 0.08, 0.01, 0.01, 0.01, 0.05, 0.00, 0.00, 0.01, 0.02, 0.00, 0.00, 0.01, 0.01, 0.04, 0.02, 0.00, 0.01, 0.07, 0.00, 0.00, 0.04, 0.00, 0.00, 0.00, 0.03, 0.10, 0.00, 0.02, 0.00, 0.02, 0.00, 0.00, 0.00, 0.00, 0.00, 0.00, 0.00, 0.00, 0.00, 0.00, 0.00, 0.00, 0.00, 0.00, 0.00, 0.00, 0.00, 0.00, 0.00, 0.00, 0.00, 0.00, 0.00, 0.00, 0.00, 0.00, 0.00, 0.00, 0.00, 0.00, 0.00, 0.00, 0.00, 0.00, 0.00, 0.00, 0.00, 0.00, 0.00, 0.00, 0.00, 0.00, 0.00, 0.00, 0.00, 0.00, 0.00, 0.00, 0.00, 0.00, 0.00, 0.00, 0.00, 0.00, 0.00, 0.00, 0.00, 0.00, 0.00, 0.00]
}



Taking the records one at a time from the top gives calculated total energy values of -95313.7301 -36329.0936 -65208.2753 eV.
Taking the records one at a time from the top gives energy relative to the best compared isomer or geometry (same formula, charge and spin) values of 2.467 6.390 1.186 eV.